(1)
Below is the molecule CHClO3, with properties calculated with ωB97M-V/def2-TZVPD.

Summary:
SMILES = O=C(O)OCl
Relative energy (zero: lowest compared OMol25 entry of this formula, charge and spin) = 1.4313 eV
Orbital gap = 9.00 eV
M = 96.5 g mol⁻¹
LUMO energy = -2.26 eV

```
! RIJCOSX wB97M-V def2-TZVPD def2/J DEFGRID3
* xyz 0 1
O -1.94642 0.30033 0.85421
C -0.91574 -0.18107 1.17584
O 0.22677 -0.18692 0.52938
O -0.66450 -0.92033 2.36847
Cl -1.54955 -1.55682 3.88744
H 0.08388 0.23132 -0.33665
*
```

Here are the Löwdin charges for atoms 1 to 2, given in e: O 0.145; C -0.648

***

(2)
Below is a structure of composition CHDyO3, with properties calculated with ωB97M-V/def2-TZVPD.

Summary:
Orbital gap (alpha / beta) = 4.99 / 10.70 eV
M = 223.5 g mol⁻¹
LUMO energy (alpha / beta) = -14.54 / -10.44 eV

```
! RIJCOSX wB97M-V def2-TZVPD def2/J DEFGRID3
* xyz 2 6
O 0.59829 1.41729 1.58648
C 0.40104 0.45242 0.83355
O 0.47633 0.97503 -0.45219
O -0.41407 -0.51998 0.81548
H 0.74928 2.01433 -0.01111
Dy -0.40810 -0.98561 -1.40995
*
```

Here are the Löwdin charges for atoms 1 to 2, given in e: O 0.427; C -0.609

***

(3)
Below is a cluster of 2 separate species, CHF2IO in total, with properties calculated with ωB97M-V/def2-TZVPD.

Summary:
SMILES = O=C(F)I.F
Relative energy (zero: lowest compared OMol25 entry of this formula, charge and spin) = 0.1766 eV
Orbital gap = 10.46 eV
M = 193.9 g mol⁻¹
LUMO energy = 0.14 eV

```
! RIJCOSX wB97M-V def2-TZVPD def2/J DEFGRID3
* xyz 0 1
O -2.94116 0.64017 1.91073
C -2.70162 -0.18339 1.11132
F -2.03927 0.04473 -0.00288
I -3.34889 -2.18413 1.26597
F 0.23697 -0.36441 -1.26922
H 0.55671 -0.45816 -2.12962
*
```

Here are the Löwdin charges for atoms 1 to 2, given in e: O 0.068; C -0.987

***

(4)
Below is the molecule CHF2IS, with properties calculated with ωB97M-V/def2-TZVPD.

Summary:
Relative energy (zero: lowest compared OMol25 entry of this formula, charge and spin) = 2.9296 eV
Orbital gap = 8.13 eV
M = 210.0 g mol⁻¹
LUMO energy = -0.70 eV

```
! RIJCOSX wB97M-V def2-TZVPD def2/J DEFGRID3
* xyz 0 1
C 1.56410 2.46853 -2.46767
F 1.39448 2.48929 -3.81290
F 2.28162 3.60222 -2.25322
S -1.59131 1.79338 -0.65630
I -0.72568 3.25327 -2.13357
H -2.52003 1.80306 -1.53866
*
```

Here are the Löwdin charges for atoms 1 to 2, given in e: C -0.416; F -0.141

***

(5)
Below is a cluster of 2 separate species, CHF2IS in total, with properties calculated with ωB97M-V/def2-TZVPD.

Summary:
Relative energy (zero: lowest compared OMol25 entry of this formula, charge and spin) = 3.2518 eV
Orbital gap (alpha / beta) = 8.39 / 6.89 eV
M = 210.0 g mol⁻¹
LUMO energy (alpha / beta) = -0.80 / -1.79 eV

```
! RIJCOSX wB97M-V def2-TZVPD def2/J DEFGRID3
* xyz 0 1
C 0.15061 -0.83504 0.11382
F 0.77271 -1.31505 1.15654
F 0.20080 2.03141 -1.07069
S 0.08012 1.94178 0.54354
I -1.87850 -1.32790 -0.03091
H 0.67426 -0.49519 -0.71229
*
```

Here are the Löwdin charges for atoms 1 to 2, given in e: C -0.744; F -0.047

***

(6)
Below is a cluster of 2 separate species, CHF2NO3 in total, with properties calculated with ωB97M-V/def2-TZVPD.

Summary:
Relative energy (zero: lowest compared OMol25 entry of this formula, charge and spin) = 5.3490 eV
Orbital gap (alpha / beta) = 6.89 / 9.62 eV
M = 113.0 g mol⁻¹
LUMO energy (alpha / beta) = -2.54 / -1.61 eV

```
! RIJCOSX wB97M-V def2-TZVPD def2/J DEFGRID3
* xyz 0 1
C -0.60675 0.88439 0.13821
N -0.66436 -0.50008 0.12398
O -0.98682 -0.96344 -0.95653
O -0.50472 -1.11851 1.16968
O 1.88285 -0.26468 -0.54960
F -0.62162 1.48153 -0.95874
F -0.48837 1.61479 1.14884
H 1.98979 -1.13399 -0.11583
*
```

Here are the Löwdin charges for atoms 1 to 2, given in e: C -0.393; N -0.400

***

(7)
Below is a cluster of 2 separate species, CHF2O2S in total, with properties calculated with ωB97M-V/def2-TZVPD.

Summary:
Relative energy (zero: lowest compared OMol25 entry of this formula, charge and spin) = 2.5105 eV
Orbital gap (alpha / beta) = 9.07 / 2.86 eV
M = 115.1 g mol⁻¹
LUMO energy (alpha / beta) = 3.96 / 1.84 eV

```
! RIJCOSX wB97M-V def2-TZVPD def2/J DEFGRID3
* xyz -1 1
C 1.89220 -0.71404 -1.29101
O -3.31966 0.00083 1.47109
O -1.44727 1.70962 1.54778
F 2.50196 0.53990 -1.16273
F 1.23396 -0.94798 -0.04812
S -1.89838 0.27386 1.54292
H 1.03719 -0.86218 -2.05993
*
```

Here are the Löwdin charges for atoms 1 to 2, given in e: C -0.137; O -0.663

***

(8)
Below is a cluster of 2 separate species, CHF2O4S in total, with properties calculated with ωB97M-V/def2-TZVPD.

Summary:
Relative energy (zero: lowest compared OMol25 entry of this formula, charge and spin) = 4.5080 eV
Orbital gap (alpha / beta) = 9.20 / 5.79 eV
M = 147.1 g mol⁻¹
LUMO energy (alpha / beta) = 3.35 / 1.18 eV

```
! RIJCOSX wB97M-V def2-TZVPD def2/J DEFGRID3
* xyz -1 1
C -0.26296 -0.42198 -0.19324
O 0.88448 1.71321 -0.99875
O 1.84076 0.53896 0.87412
O 1.78670 -0.62878 -1.30389
O -2.71887 0.36404 1.66512
F -0.95119 -0.40108 -1.30614
F -0.03847 -1.66514 0.16447
S 1.31358 0.44740 -0.40579
H -1.85402 0.05338 1.50411
*
```

Here are the Löwdin charges for atoms 1 to 2, given in e: C -0.437; O -0.356

***

no.,DFT total energy (Eh)
1,-724.53351
2,-1148.66276
3,-611.36646
4,-934.18691
5,-934.17507
6,-518.63942
7,-787.03661
8,-937.49942